Computed, not measured: a structure of composition C26H25Br2NP2Sn, with ωB97M-V/def2-TZVPD.

Results
charge: +4
maximum force: 0.6 eV/Å
gap between HOMO and LUMO (spin up / spin down): 6.14 / 5.08 eV
multiplicity: 1
relative energy (zero: lowest compared OMol25 entry of this formula, charge and spin): 12.8 kcal per mole

CARTESIAN COORDINATES (ANGSTROEM)
H  -2.5699  -3.5180  -4.6371
H  3.8641  1.9991  -3.1837
H  -2.3924  -1.7826  -2.9042
H  1.9071  -0.7762  0.4457
H  -2.1197  -1.4594  2.9245
C  -3.1721  1.2905  2.2105
C  -3.5612  0.4885  -0.0888
P  -0.9388  0.3560  0.8924
H  -5.5706  0.6491  -0.7889
C  -0.3971  -0.2134  2.4999
H  0.8783  -1.3547  5.9634
C  -1.2976  -2.3073  0.0176
H  5.2103  1.4533  -1.1514
C  -4.8832  0.8051  0.0318
Sn  2.3269  2.8985  -0.1866
H  4.7538  5.7425  1.9107
C  -2.6811  0.6779  1.0135
H  4.1715  6.6529  0.4452
H  1.9324  -1.9149  -3.2726
Br  2.3094  5.3627  1.5137
H  -2.3324  -2.3891  -0.3116
H  4.1978  0.1142  0.6786
C  2.1264  0.9211  -2.5038
C  -1.5977  -3.1646  -4.3219
H  2.2128  0.2356  4.6313
C  -0.4423  -3.6723  -4.9191
C  4.1391  5.7315  1.0170
C  0.8235  -3.2229  -4.5403
H  -0.6873  -3.0438  -0.5004
Br  4.8018  4.2911  -0.1327
C  4.1821  1.1199  -1.2327
H  -2.4960  1.4725  3.0362
H  -4.8874  2.0327  3.2394
C  3.4299  1.4188  -2.3773
H  -1.2826  -2.1920  5.1101
C  0.9482  -2.2549  -3.5673
H  -0.5303  -4.4213  -5.6960
C  0.8172  0.2693  3.0013
C  -0.6935  -1.5088  4.5128
C  1.5767  0.1096  -1.5001
H  1.5616  1.1436  -3.4032
H  -1.2390  -2.4975  1.0860
C  -5.3672  1.3451  1.2490
H  -6.4231  1.5673  1.3477
H  1.3965  0.9882  2.4280
N  -0.7588  -0.9422  -0.2452
H  -3.1868  0.0729  -1.0156
C  -0.2157  -1.7538  -2.9449
C  -4.4983  1.5995  2.3278
C  2.3146  -0.1516  -0.3416
P  -0.1245  -0.5163  -1.7234
C  0.5233  -1.0357  4.9923
C  3.6124  0.3629  -0.1995
C  -1.4950  -2.2003  -3.3451
H  1.7066  -3.6375  -5.0072
C  1.2779  -0.1422  4.2400
C  -1.1602  -1.0987  3.2757

Force components x, y, z for each atom (eV/Å):
H 0.0 0.0 0.0
H 0.0 0.0 0.0
H 0.0 0.0 0.0
H 0.0 0.0 0.0
H 0.0 0.0 0.0
C 0.1 0.1 0.0
C 0.0 0.0 0.0
P -0.5 -0.2 0.2
H 0.0 0.0 0.0
C 0.0 0.0 0.0
H 0.0 0.0 0.0
C 0.0 0.0 0.0
H 0.0 0.0 0.0
C 0.0 0.0 0.0
Sn 0.3 0.0 -0.1
H 0.0 0.0 0.0
C 0.0 0.1 -0.1
H 0.0 0.0 0.0
H 0.0 0.0 0.0
Br 0.0 0.1 0.0
H 0.0 0.0 0.0
H 0.0 0.0 0.0
C 0.0 0.0 0.0
C 0.0 0.0 0.0
H 0.0 0.0 0.0
C 0.0 0.0 0.0
C -0.1 0.0 0.0
C 0.0 0.0 0.0
H 0.0 0.0 0.0
Br 0.0 0.0 0.0
C 0.0 0.0 0.0
H 0.0 0.0 0.0
H 0.0 0.0 0.0
C 0.0 0.0 0.0
H 0.0 0.0 0.0
C 0.0 0.0 0.0
H 0.0 0.0 0.0
C 0.0 0.0 0.0
C 0.0 0.0 0.0
C 0.0 -0.1 0.1
H 0.0 0.0 0.0
H 0.0 0.0 0.0
C 0.0 0.0 0.0
H 0.0 0.1 0.0
H 0.0 0.0 0.0
N 0.1 0.1 -0.1
H 0.0 0.0 0.0
C 0.0 0.0 0.1
C 0.0 0.0 0.0
C 0.0 0.0 0.0
P 0.1 0.1 0.0
C 0.0 0.0 0.0
C 0.0 0.0 0.0
C 0.0 0.0 0.0
H 0.0 0.0 0.0
C 0.0 0.0 0.0
C 0.0 0.0 0.0